27
Properties=species:S:1:pos:R:3:forces:R:3 method="wB97M-V/def2-TZVPD" e_above_lowest_kj_mol=315.04 smiles="CC(C)[C@H]1N=CC[N+]2=CNCN12" spin_multiplicity=1 energy_ev=-14489.329 lumo_ev="-3.3 / -3.3" total_charge=+1
C 1.2796 -0.4347 -1.2217 0.6 -1.2 0.4
C 1.4050 -0.6521 0.2713 0.8 -0.7 -0.9
C 2.8819 -0.5076 0.6734 -3.3 -2.1 3.7
C 0.4984 0.2488 0.9731 -4.6 2.3 1.0
N 0.5620 1.5926 0.5106 2.7 -1.1 2.2
C -0.2471 2.3659 -0.0034 -1.1 -0.8 -2.3
C -1.6571 1.9988 -0.5300 -0.2 1.7 2.7
N -2.0369 0.6914 -0.0533 -1.1 0.1 -1.2
C -3.1834 0.0746 -0.4194 6.7 -1.6 3.6
N -2.9935 -1.1888 0.0077 -1.0 -1.4 0.2
C -1.8805 -1.3906 0.9212 2.9 2.0 -1.9
N -1.1201 -0.0612 0.7059 -1.7 -2.2 0.4
H 1.8553 -1.2382 -1.7570 -0.8 0.9 0.3
H 1.7396 0.5301 -1.3809 -0.3 0.3 -0.8
H 0.2069 -0.4948 -1.3742 0.0 0.2 -1.1
H 1.1087 -1.6698 0.5017 -0.1 -0.3 0.3
H 2.8794 -0.6919 1.7967 0.6 0.8 -1.1
H 3.2628 0.3941 0.3809 1.4 2.0 -0.7
H 3.2404 -1.4086 0.2967 1.7 -1.0 -1.0
H 0.4606 0.1854 2.1190 0.5 0.3 -1.7
H 0.2127 3.2721 -0.3368 -0.5 1.1 -0.1
H -2.3471 2.7310 -0.0447 0.4 -0.3 -0.2
H -1.8655 2.1185 -1.5688 0.6 -0.1 -0.9
H -3.9568 0.4809 -0.9299 -2.2 1.2 -1.5
H -3.6865 -1.8996 0.1358 -0.8 0.2 -0.5
H -1.1468 -2.1660 0.5933 -1.0 0.0 0.3
H -2.2159 -1.5271 1.9209 -0.2 -0.1 1.0